1) Below is a molecular structure, C52H49AlN5O5P2S3, with properties calculated with ωB97M-V with the def2-TZVPD basis set.

```
! RIJCOSX wB97M-V def2-TZVPD def2/J DEFGRID3
* xyz -1 1
Al 17.87287 15.42848 12.24924
C 24.91754 11.86111 14.64169
C 23.90542 12.58051 13.84353
C 22.55174 12.47996 14.14452
C 21.60515 13.14572 13.37825
C 22.04034 14.00393 12.35166
C 23.40075 14.01835 11.95835
C 24.32064 13.31059 12.72434
S 20.92770 15.10321 11.50103
O 20.79924 16.28760 12.34314
O 21.44195 15.28199 10.14435
N 19.41105 14.42117 11.49940
C 19.19329 13.10559 11.04107
C 20.12668 12.36353 10.23518
C 19.95089 10.98190 10.12917
C 18.80105 10.36606 10.67222
C 17.94160 11.19273 11.40724
N 18.05833 12.54110 11.50476
H 24.49707 11.42262 15.57342
H 25.74601 12.56335 14.93403
H 25.34758 11.03838 14.03929
H 22.25621 11.87006 14.99465
H 20.54127 13.00342 13.60372
H 23.72873 14.59161 11.09001
H 25.39085 13.34638 12.50766
H 20.96718 12.90079 9.81287
H 20.68552 10.38386 9.60463
H 18.57964 9.31626 10.52417
H 17.11447 10.78679 11.97477
O 15.63127 17.76774 10.95130
S 15.65600 16.34995 10.67640
O 17.07146 15.82485 10.54879
O 14.76088 15.95008 9.60712
S 15.51848 15.22986 12.61092
N 15.27087 12.21182 16.98987
C 16.13772 12.86985 16.53672
C 17.19162 13.65068 15.98718
C 18.18558 14.17542 16.79427
C 19.19228 14.98580 16.25268
C 19.18884 15.29503 14.88210
N 18.14663 14.78878 14.11255
C 17.26786 13.85517 14.61405
H 18.18782 13.92612 17.85656
H 19.93709 15.41404 16.91578
H 19.91582 15.93835 14.40057
H 16.61172 13.33806 13.91635
C 19.45554 20.15197 8.96326
N 18.86818 18.89513 9.37653
C 17.75204 18.44366 8.58898
C 19.43136 18.06779 10.39432
C 18.81774 18.34379 11.75760
C 18.82516 19.67375 12.16526
C 18.31172 20.05928 13.39952
C 17.66997 19.11002 14.15413
C 17.51984 17.82636 13.66898
C 18.16573 17.40169 12.52642
H 19.33332 20.24257 7.86798
H 20.52795 20.21244 9.23667
H 18.93020 21.01453 9.41768
H 17.79498 18.90774 7.58222
H 16.78806 18.67513 9.07890
H 17.76925 17.34266 8.44218
H 20.52630 18.25210 10.41365
H 19.29984 17.03258 10.10148
H 19.25974 20.40768 11.48210
H 18.36906 21.10679 13.71382
H 17.26104 19.31075 15.14768
H 16.86905 17.12914 14.20931
C 14.39489 12.03752 11.38170
P 15.00741 13.00084 9.94284
C 15.92524 12.02790 8.75007
C 17.19628 12.44873 8.26675
C 17.83180 11.68401 7.28182
C 17.19203 10.54786 6.76277
C 15.91034 10.19267 7.21281
C 15.24178 10.96391 8.16546
C 13.58194 13.55035 9.01866
C 13.62724 13.68447 7.62328
C 12.53147 14.23314 6.94750
C 11.38016 14.66005 7.63144
C 11.32586 14.47492 9.03008
C 12.41659 13.94326 9.72166
P 13.81732 10.31925 11.10280
C 13.49705 9.75044 12.78590
C 12.89990 8.48168 12.91606
C 12.54862 7.99779 14.17151
C 12.76324 8.77749 15.32231
C 13.34839 10.03985 15.20015
C 13.73371 10.52536 13.94483
C 12.13052 10.58664 10.51436
C 11.72618 10.12050 9.24952
C 10.43133 10.40743 8.78859
C 9.51334 11.11112 9.62668
C 9.90797 11.49975 10.90546
C 11.20316 11.22593 11.35768
H 13.66234 12.64608 11.94646
H 15.31472 11.96807 12.00786
H 17.66576 13.36623 8.65243
H 18.81561 11.99937 6.92789
H 17.69452 9.96086 5.99671
H 15.41781 9.30671 6.81083
H 14.18162 10.73512 8.45894
H 14.52070 13.39423 7.05392
H 12.62330 14.31936 5.85668
H 10.54319 15.07727 7.07017
H 10.44850 14.76698 9.61370
H 12.38890 13.87490 10.81587
H 12.72923 7.86796 12.03146
H 12.10156 7.00760 14.25756
H 12.42709 8.42414 16.29039
H 13.49900 10.68393 16.07969
H 14.18147 11.52442 13.87043
H 12.42806 9.56692 8.60768
H 10.13219 10.08753 7.78955
H 8.51431 11.33840 9.23849
H 9.21467 12.03110 11.55801
H 11.49311 11.51826 12.37226
*
```

Properties
LUMO level ... 1.19 eV
E_HOMO ... -4.40 eV


2) Below is a molecular structure, C52H49AlN5O5P2S3, with properties calculated with ωB97M-V with the def2-TZVPD basis set.

```
! RIJCOSX wB97M-V def2-TZVPD def2/J DEFGRID3
* xyz -1 1
Al 1.22080 2.04164 0.93605
C 8.16054 -1.96092 3.28805
C 7.13586 -1.20849 2.46249
C 5.76476 -1.34502 2.66909
C 4.81860 -0.65451 1.94263
C 5.28725 0.15667 0.90635
C 6.61085 0.30319 0.61212
C 7.53470 -0.38204 1.41044
S 4.18769 1.33973 0.04306
O 4.12316 2.57891 0.81019
O 4.54537 1.37872 -1.35091
N 2.56695 0.75691 0.15728
C 2.39394 -0.56493 -0.23023
C 3.21429 -1.18263 -1.24315
C 3.22464 -2.55019 -1.33163
C 2.26551 -3.30961 -0.61932
C 1.44997 -2.58875 0.24755
N 1.45568 -1.24668 0.41602
H 7.74543 -2.33891 4.25102
H 8.99035 -1.30302 3.54466
H 8.62395 -2.81025 2.74037
H 5.41494 -1.98189 3.48287
H 3.75852 -0.74068 2.17712
H 6.91365 0.93646 -0.21127
H 8.60959 -0.24962 1.21037
H 3.81119 -0.55791 -1.89166
H 4.05417 -3.02483 -1.86072
H 2.20554 -4.37304 -0.73715
H 0.72282 -3.10984 0.88200
O -1.18895 4.35342 -0.54245
S -1.22639 2.91697 -0.65635
O 0.30474 2.29211 -0.65094
O -1.89116 2.38405 -1.80728
S -1.63420 1.93246 1.12539
N -1.51391 -1.68772 5.31603
C -0.63305 -0.96052 5.03071
C 0.34763 -0.05247 4.62952
C 1.34493 0.43432 5.50550
C 2.23815 1.37821 5.00833
C 2.16656 1.75663 3.65762
N 1.22911 1.24568 2.78882
C 0.32747 0.31162 3.27215
H 1.44184 0.03138 6.52695
H 2.95927 1.87145 5.66722
H 2.86115 2.46679 3.21614
H -0.45543 -0.04396 2.59219
C 2.61801 6.61051 -2.40358
N 1.88472 5.38408 -2.10496
C 0.94898 4.95890 -3.14329
C 2.37460 4.56991 -0.97765
C 1.91618 4.93125 0.42211
C 2.00787 6.23884 0.84899
C 1.42537 6.66790 2.05750
C 0.70216 5.76076 2.80408
C 0.67387 4.41480 2.39869
C 1.37276 3.98228 1.29659
H 2.41783 6.93103 -3.42749
H 3.69415 6.47639 -2.26247
H 2.33589 7.47212 -1.73806
H 0.43741 5.84472 -3.59689
H 0.21259 4.26366 -2.69932
H 1.50430 4.45803 -3.95301
H 3.47379 4.56873 -0.99903
H 2.03297 3.54305 -1.20758
H 2.56848 6.98263 0.22329
H 1.56507 7.72283 2.39808
H 0.19003 6.09389 3.70815
H 0.05307 3.69205 2.96430
C -2.57845 -1.69651 -0.29914
P -2.01801 -0.59844 -1.72906
C -1.09086 -1.64020 -2.88094
C 0.20655 -1.22665 -3.27976
C 0.89475 -2.05093 -4.19091
C 0.30267 -3.25425 -4.62493
C -0.95866 -3.63739 -4.16568
C -1.70455 -2.80440 -3.34588
C -3.50461 -0.12351 -2.68803
C -3.49520 0.04339 -4.08705
C -4.58468 0.58458 -4.73033
C -5.67029 1.14145 -4.01697
C -5.68823 0.95790 -2.61392
C -4.59995 0.37556 -1.95348
P -3.18315 -3.49496 -0.42495
C -3.43730 -3.98004 1.35081
C -4.12244 -5.18719 1.56583
C -4.43821 -5.59261 2.87982
C -4.03436 -4.84106 3.97550
C -3.27084 -3.70385 3.73445
C -2.96784 -3.25886 2.43804
C -4.92251 -3.33829 -0.89637
C -5.31796 -3.87121 -2.12717
C -6.59692 -3.60965 -2.55397
C -7.53664 -2.92885 -1.73530
C -7.14299 -2.47908 -0.49185
C -5.82492 -2.72699 -0.02548
H -3.31198 -1.12036 0.29373
H -1.65982 -1.71513 0.31283
H 0.64456 -0.29220 -2.85427
H 1.91713 -1.79724 -4.48158
H 0.82915 -3.94638 -5.29764
H -1.29941 -4.64127 -4.41207
H -2.76100 -2.94601 -3.11974
H -2.63050 -0.31080 -4.68486
H -4.55074 0.58303 -5.81016
H -6.43609 1.71612 -4.51391
H -6.51068 1.34885 -2.01161
H -4.63718 0.27542 -0.83821
H -4.48675 -5.72313 0.70672
H -5.06932 -6.46909 3.00029
H -4.23340 -5.19796 4.98907
H -2.83278 -3.11246 4.56150
H -2.28776 -2.39990 2.28403
H -4.59671 -4.45508 -2.68052
H -6.85749 -3.96244 -3.54898
H -8.53690 -2.72355 -2.12121
H -7.82135 -1.95035 0.18952
H -5.48392 -2.42523 0.95216
*
```

Properties
LUMO level ... 0.89 eV
E_HOMO ... -4.65 eV


Of them, 2) has the lowest stability.


1) Below is 3 unconnected molecules or ions with the total composition C10H13NO3, with properties calculated with ωB97M-V with the def2-TZVPD basis set.

```
! RIJCOSX wB97M-V def2-TZVPD def2/J DEFGRID3
* xyz 0 1
C -2.03491 -0.79426 1.78977
C -1.83087 -2.07378 0.76887
C -0.50266 -2.14373 0.09788
C 0.09674 -0.86779 -0.47557
C 1.30467 -0.92674 -1.16125
C 2.05601 0.16566 -1.48642
C 1.56822 1.38094 -0.78359
C 0.35665 1.57067 0.01180
C -0.44586 0.34992 0.09821
C -1.67749 0.35309 0.87303
H -1.03982 0.19461 3.47411
H -0.13545 -1.25160 2.74904
H -3.11996 -0.80526 1.99618
H -2.81405 -1.82537 0.13738
H -2.00111 -2.94788 1.27761
H 0.24830 -2.43362 0.80298
H -0.50176 -2.79784 -0.83061
H 1.67073 -1.91836 -1.60447
H 3.11677 -0.22004 -3.46891
H 3.22840 2.29405 -1.45386
H -0.01612 2.44364 0.43013
H -1.32788 0.97283 1.72210
H -3.37597 1.91299 0.73539
N -1.23429 -0.69733 2.95540
O 3.23556 0.37434 -2.16534
O 2.29353 2.39285 -1.07073
O -2.85848 0.88023 0.10467
*
```

Properties
LUMO level ... -0.97 eV
E_HOMO ... -7.59 eV


2) Below is a single C10H13NO3 molecule, with properties calculated with ωB97M-V with the def2-TZVPD basis set.

```
! RIJCOSX wB97M-V def2-TZVPD def2/J DEFGRID3
* xyz 0 1
C -0.61325 -2.78965 2.12600
O -0.47755 -1.45414 2.54020
C -0.46665 -0.52096 1.54673
C -0.34652 -0.78373 0.13700
C -0.21396 0.23930 -0.77180
C -0.05492 -0.06563 -2.24993
C 1.41407 -0.23650 -2.60909
N 1.45649 -0.47377 -4.06440
C -0.23787 1.57148 -0.36564
C -0.31598 1.83640 0.97564
C -0.48378 0.79881 1.90582
O -0.59740 1.34016 3.16176
C -0.68873 2.72145 2.99217
O -0.29465 3.04900 1.63234
H -1.38780 -2.92243 1.31687
H 0.36326 -3.12812 1.67395
H -0.88301 -3.43188 2.96944
H -0.29498 -1.82989 -0.25476
H -0.60827 -0.99366 -2.49999
H -0.53363 0.70703 -2.88897
H 1.82436 -1.03131 -1.99272
H 2.07899 0.64652 -2.38784
H 0.94622 -1.34228 -4.33053
H 2.39806 -0.56201 -4.31936
H -0.22749 2.34913 -1.10770
H -0.00812 3.18754 3.69403
H -1.74691 3.11913 3.17078
*
```

Properties
SMILES string ... COc1cc(CCN)cc2c1OCO2
LUMO level ... 0.85 eV
E_HOMO ... -8.01 eV


3) Below is a single C10H13NO3 molecule, with properties calculated with ωB97M-V with the def2-TZVPD basis set.

```
! RIJCOSX wB97M-V def2-TZVPD def2/J DEFGRID3
* xyz 0 1
C 0.42128 1.98283 1.30342
C 0.23515 0.36822 1.16864
C 1.09104 -0.13757 2.56390
C 1.06477 -1.80439 2.34588
O 1.93967 -2.40277 2.86148
O 0.02170 -2.28625 2.09524
N 0.78488 -0.18797 0.02718
C 0.18364 0.08871 -1.15277
C 0.48106 0.83097 -2.06003
C -0.33711 1.08414 -3.11161
C -1.47962 0.28314 -3.39401
C -1.96579 -0.48979 -2.30895
C -1.25695 -0.56852 -1.20876
O -1.86303 -1.59835 -0.14547
H 0.08230 2.42421 2.09221
H -0.07909 2.35754 0.39086
H 1.65302 2.34579 1.20145
H -0.64723 -0.06025 1.33308
H 0.57163 0.03896 3.46219
H 2.01555 0.13722 2.60370
H -0.15352 -3.25273 2.28753
H 1.76869 0.20103 -0.09104
H 1.38365 1.26038 -1.94633
H 0.18422 1.47163 -4.14621
H -2.26208 0.45410 -4.23854
H -2.83811 -0.77474 -2.42087
H -0.99971 -1.76553 0.48782
*
```

Properties
SMILES string ... C[C@H](CC(=O)O)Nc1ccccc1O
LUMO level ... 0.52 eV
E_HOMO ... -8.40 eV


Of them, 1) has the lowest stability.


1) Below is a molecular structure, C10H18ClFeIN2O2P, with properties calculated with ωB97M-V with the def2-TZVPD basis set.

```
! RIJCOSX wB97M-V def2-TZVPD def2/J DEFGRID3
* xyz 2 6
C 0.31209 -1.54585 -0.87791
C 1.37663 -0.70508 -1.60253
H 0.79340 -2.31552 -0.28124
H -0.35814 -2.04164 -1.59598
H -0.26543 -0.92320 -0.19823
O 2.27541 -1.27699 -2.29035
I 2.10648 0.99905 -0.41831
Fe -2.85470 -0.74712 1.17555
P 0.39737 0.55863 -2.91215
C 1.73177 1.24997 -3.92024
C -0.58796 -0.62148 -3.86405
H -1.49708 1.24939 -1.54617
H -1.21696 2.32973 -2.93261
H -0.17701 2.43744 -1.47309
C -0.71970 1.75196 -2.13698
H -1.57322 -0.77946 -3.40372
H -0.73680 -0.22018 -4.87546
H 1.41481 1.23951 -4.97435
H 2.62551 0.61894 -3.78518
H -0.07248 -1.59021 -3.93014
H 1.93915 2.28313 -3.61386
C 1.70076 -0.98475 2.01907
O 2.44394 -1.03073 2.88863
Cl -3.38886 1.15000 0.35019
C 0.41739 0.00668 5.30527
N -0.40125 -0.57554 4.22504
C -0.56867 -1.94323 4.01543
C -1.39395 -2.09933 2.95442
N -1.72014 -0.80357 2.50575
C -1.05368 0.10031 3.29028
H -0.14460 0.04020 6.24928
H 1.30614 -0.61301 5.45878
H 0.70912 1.02580 5.02794
H -0.10331 -2.68076 4.65527
H -1.78209 -3.01036 2.53481
H -1.07201 1.17487 3.21412
*
```

Properties
LUMO level (alpha / beta) ... -6.83 / -9.19 eV
Expectation value of S² ... 8.78
E_HOMO (alpha / beta) ... -15.66 / -15.78 eV


2) Below is a molecular structure, C10H18ClFeIN2O2P, with properties calculated with ωB97M-V with the def2-TZVPD basis set.

```
! RIJCOSX wB97M-V def2-TZVPD def2/J DEFGRID3
* xyz 2 6
C -0.98600 -2.76171 -0.88706
C 0.16808 -1.84785 -0.61507
H -0.61443 -3.76826 -1.12380
H -1.59873 -2.39722 -1.72180
H -1.63750 -2.82076 -0.00710
O 1.32755 -2.21254 -0.63301
I 0.25870 2.61443 0.63112
Fe -0.22288 0.18042 0.08470
P 0.05212 0.70489 -2.11486
C 1.69128 1.18890 -2.74006
C -0.48306 -0.47010 -3.39360
H -1.93748 2.09054 -2.09223
H -1.07081 2.18353 -3.65448
H -0.45930 3.09155 -2.23584
C -0.95233 2.17031 -2.56257
H -1.52875 -0.74738 -3.23104
H -0.39447 0.02909 -4.36648
H 1.59402 1.50038 -3.78867
H 2.37651 0.33677 -2.68530
H 0.14677 -1.36485 -3.39029
H 2.10166 2.01724 -2.15450
C 1.67636 0.40697 0.12706
O 2.80365 0.16774 0.30366
Cl -2.36195 0.08184 -0.20228
C 0.12896 -0.02160 5.50425
N 0.03776 -0.55138 4.14618
C -0.21880 -1.87357 3.79474
C -0.25442 -1.91580 2.42738
N -0.02863 -0.62458 1.93636
C 0.16771 0.16074 3.00927
H -0.79996 -0.20912 6.05581
H 0.96229 -0.48277 6.04683
H 0.29461 1.05604 5.44658
H -0.35150 -2.66040 4.51900
H -0.41016 -2.76659 1.78617
H 0.38505 1.22274 3.01821
*
```

Properties
LUMO level (alpha / beta) ... -9.52 / -11.46 eV
Expectation value of S² ... 8.85
E_HOMO (alpha / beta) ... -15.59 / -16.18 eV


Of them, 2) has the lowest stability.


1) Below is a molecular structure, C4H5FS2, with properties calculated with ωB97M-V with the def2-TZVPD basis set.

```
! RIJCOSX wB97M-V def2-TZVPD def2/J DEFGRID3
* xyz 0 1
C 0.67823 -0.83646 0.79994
C 0.74399 0.06421 -0.41735
C -0.25083 1.21588 -0.47755
C -0.52701 -0.04637 -1.25597
H -0.40861 -1.51729 2.93590
H 1.83144 0.37561 -0.88981
H -1.08050 1.54699 0.23221
H -0.07500 2.18100 -1.01558
H -0.78868 0.21096 -2.37003
F -1.38060 -1.19572 -0.84940
S -0.73021 -0.71113 1.75500
S 1.98776 -1.28768 1.55266
*
```

Properties
LUMO level ... -0.34 eV
E_HOMO ... -8.51 eV


2) Below is a single C4H5FS2 molecule, with properties calculated with ωB97M-V with the def2-TZVPD basis set.

```
! RIJCOSX wB97M-V def2-TZVPD def2/J DEFGRID3
* xyz 0 1
C -2.75824 0.33203 0.09733
S -1.56892 -0.97120 -0.01723
C -0.05014 -0.04598 -0.09829
S 0.14172 1.55761 -0.04920
C 0.95164 -1.05483 -0.05021
C 2.25151 -0.87901 0.03748
F 2.87456 0.26541 0.08614
H -2.87276 0.99148 -0.78368
H -2.41422 1.00656 0.94980
H -3.76036 -0.07007 0.31396
H 0.60531 -2.13628 -0.15182
H 3.03752 -1.67612 0.04160
*
```

Properties
SMILES string ... CSC(=S)/C=C\F
LUMO level ... -0.50 eV
E_HOMO ... -8.64 eV


Of them, 1) has the lowest stability.